Computed, not measured: a cluster of 2 separate species, C4H10NO in total, with ωB97M-V/def2-TZVPD.

The geometry in XYZ format:
```
16
Properties=species:S:1:pos:R:3
C 1.582 -0.745 -0.140
C -1.013 0.658 1.142
C 2.245 -1.591 -1.130
C -0.968 2.046 0.765
N -2.004 -0.223 0.463
O 0.430 -0.356 -0.060
H 2.406 -0.367 0.457
H 2.726 -0.967 -1.769
H 1.430 -2.149 -1.794
H 2.828 -2.308 -0.495
H -0.084 2.585 1.145
H -1.853 2.403 1.156
H -1.162 2.481 -0.312
H -2.699 0.274 -0.075
H -2.353 -1.065 0.970
H -1.510 -0.674 -0.322
```

- ΔE to the lowest compared entry with this formula, charge and spin (kJ/mol) = 498.9
- charge = +1
- HOMO (eV) = -12.97
- gap between HOMO and LUMO (Eh) = 0.3311
- 2S+1 = 1